Entry 1:
{
  "formula": "C21H22CrN8O4",
  "method": "wB97M-V/def2-TZVPD",
  "elements": ["Cr", "C", "C", "C", "C", "N", "C", "C", "C", "C", "C", "C", "N", "H", "H", "H", "H", "H", "H", "H", "H", "O", "C", "O", "C", "C", "C", "N", "C", "C", "C", "O", "O", "H", "H", "H", "C", "N", "C", "C", "N", "N", "C", "N", "N", "H", "H", "H", "H", "H", "H", "H", "H", "H", "H", "H"],
  "coordinates": [[-0.24184, -0.14103, 0.05820], [-1.24594, 4.01547, 0.76960], [-1.02574, 4.14046, 2.13260], [-0.64727, 3.02638, 2.86643], [-0.51315, 1.81024, 2.20976], [-0.73933, 1.69643, 0.88792], [-1.07770, 2.77306, 0.18188], [-0.13160, 0.54158, 2.88946], [0.22162, 0.47593, 4.22985], [0.54004, -0.75549, 4.78300], [0.48624, -1.88837, 3.98490], [0.14581, -1.74102, 2.65135], [-0.13966, -0.55852, 2.10280], [-1.52037, 4.86380, 0.16174], [-1.13178, 5.09864, 2.62113], [-0.45569, 3.11096, 3.92376], [-1.15396, 2.62934, -0.88868], [0.25872, 1.36986, 4.83219], [0.82733, -0.82547, 5.82241], [0.71401, -2.86859, 4.37445], [0.09736, -2.59634, 1.98831], [7.11264, -0.39077, 0.60947], [6.48462, 0.30078, -0.20355], [6.86459, 0.94399, -1.18458], [4.96238, 0.35624, 0.05984], [4.42928, -0.21150, 1.21132], [3.06459, -0.16988, 1.41221], [2.20455, 0.34377, 0.53313], [2.71467, 0.89084, -0.57834], [4.07540, 0.94854, -0.82987], [1.70970, 1.44519, -1.57488], [2.03832, 2.29640, -2.37978], [0.53129, 0.92867, -1.49378], [5.10842, -0.67215, 1.91533], [2.63765, -0.57985, 2.32176], [4.45242, 1.42293, -1.72506], [1.52739, -3.76259, -3.62834], [1.13149, -3.60802, -2.23375], [2.10260, -4.11176, -1.27264], [0.35455, -2.54648, -1.83376], [0.43518, -1.99662, -0.67137], [-0.53437, -2.09141, -2.78854], [-1.37475, -0.98101, -2.74723], [-1.73912, -0.58472, -4.01350], [-1.77920, -0.45348, -1.65918], [2.07165, -4.69919, -3.71969], [2.17367, -2.94688, -3.96605], [0.67215, -3.84856, -4.29830], [2.50683, -5.04787, -1.65026], [1.61350, -4.32218, -0.32232], [2.93420, -3.41679, -1.10816], [1.24815, -2.32610, -0.16570], [-0.54218, -2.59284, -3.65902], [-1.06572, -0.74167, -4.74754], [-2.17485, 0.32197, -4.07169], [-2.30509, 0.39233, -1.86551]],
  "forces_ev_per_a": [[0.7, 0.2, -0.7], [0.0, -0.1, 0.1], [0.0, -0.1, -0.1], [0.0, -0.1, -0.2], [-0.1, -0.1, 0.0], [0.0, 0.1, 0.4], [0.1, 0.1, 0.0], [0.0, -0.1, -0.2], [0.0, -0.2, -0.1], [0.0, 0.0, -0.1], [0.0, 0.1, 0.0], [0.0, 0.1, 0.0], [-0.4, 0.0, 0.6], [0.0, 0.0, 0.0], [0.0, 0.0, 0.0], [0.0, 0.0, 0.1], [0.0, 0.0, 0.0], [0.0, 0.0, 0.0], [0.0, 0.0, 0.0], [0.0, 0.0, 0.0], [0.0, 0.0, 0.0], [0.2, -0.4, 0.4], [-0.1, 0.0, 0.1], [0.1, 0.3, -0.5], [-0.2, 0.0, 0.1], [0.1, 0.1, 0.0], [0.1, -0.1, 0.1], [-0.2, -0.1, -0.2], [0.0, 0.2, 0.0], [0.0, 0.0, -0.1], [0.2, -0.1, 0.1], [0.1, 0.1, -0.1], [-0.6, -0.2, -0.2], [0.0, 0.0, 0.0], [-0.1, 0.0, 0.1], [0.0, 0.0, 0.0], [0.0, 0.0, -0.1], [-0.1, 0.1, 0.1], [0.0, 0.0, 0.0], [0.2, 0.1, -0.2], [0.0, -0.1, 0.2], [0.1, -0.1, 0.1], [0.1, 0.2, 0.0], [0.0, -0.1, -0.1], [-0.2, -0.1, 0.0], [0.0, 0.0, 0.0], [0.0, 0.0, 0.0], [0.0, 0.0, 0.0], [0.0, 0.0, 0.0], [0.0, 0.0, 0.0], [0.0, 0.0, 0.0], [0.0, 0.0, 0.0], [0.0, 0.0, 0.1], [0.0, 0.1, 0.0], [0.0, 0.0, 0.0], [0.0, -0.1, 0.1]],
  "multiplicity": 5,
  "lumo_ev": [-1.1, -1.3],
  "e_homo_ha": [-0.250, -0.250],
  "s2": 6.013
}


Entry 2:
{
  "formula": "C21H22FSi",
  "method": "wB97M-V/def2-TZVPD",
  "elements": ["F", "C", "C", "C", "C", "C", "C", "C", "C", "C", "C", "C", "C", "C", "H", "H", "H", "H", "H", "H", "H", "H", "H", "H", "C", "Si", "C", "H", "C", "C", "C", "C", "C", "C", "H", "H", "H", "H", "H", "H", "H", "H", "H", "H", "H"],
  "coordinates": [[-1.45892, 5.66787, 2.72526], [-1.02704, 4.77851, 1.76644], [0.13893, 5.06536, 1.05721], [0.55158, 4.14596, 0.08735], [-0.14333, 2.94666, -0.17158], [0.37301, 2.05510, -1.33575], [-0.46560, 1.08768, -2.20066], [0.24830, 0.43733, -3.21927], [-0.35782, -0.49338, -4.06614], [-1.70440, -0.82353, -3.89925], [-2.41653, -0.20227, -2.87256], [-1.81986, 0.76333, -2.03929], [-1.19528, 2.62004, 0.69899], [-1.67140, 3.55040, 1.64936], [0.68275, 5.98809, 1.24844], [1.41820, 4.38240, -0.52808], [0.89766, 2.75857, -2.02021], [1.30141, 0.69066, -3.36614], [0.21483, -0.95683, -4.86507], [-2.19530, -1.55116, -4.55595], [-3.46315, -0.45865, -2.72010], [-2.42669, 1.31317, -1.32263], [-1.69003, 1.64048, 0.62824], [-2.55306, 3.33079, 2.25979], [3.49332, -1.35440, 1.26364], [1.97037, -1.77426, 2.26386], [1.16706, -0.33120, 3.23511], [1.23384, 1.50724, -0.96621], [0.64533, -2.60820, 1.16486], [0.62819, -3.84442, 1.86992], [-0.18454, -4.91037, 1.48553], [-1.03037, -4.79116, 0.37639], [-1.03665, -3.58910, -0.34112], [-0.20722, -2.49875, 0.02250], [3.34605, -1.56240, 0.19183], [3.88141, -0.32600, 1.33580], [4.28336, -2.02886, 1.64376], [0.13861, -0.11569, 2.86807], [1.11028, -0.67576, 4.29517], [1.72811, 0.62574, 3.21738], [1.30285, -3.90051, 2.74337], [-0.11039, -5.80875, 2.08601], [-1.64608, -5.64882, 0.10547], [-1.70554, -3.51566, -1.20637], [-0.24624, -1.58523, -0.59337]],
  "forces_ev_per_a": [[0.3, -0.8, -1.0], [0.2, -0.1, 0.9], [-0.4, -0.4, -0.2], [-0.4, 0.1, -0.2], [0.0, -0.3, 0.1], [0.1, 1.0, -0.1], [0.1, 0.0, 0.4], [-0.1, -0.2, -0.1], [0.0, 0.2, 0.2], [0.0, 0.1, 0.4], [0.1, 0.2, 0.1], [0.3, 0.0, -0.4], [-0.3, 0.2, -0.1], [0.2, -0.1, -0.4], [-0.2, -0.2, -0.1], [-0.1, 0.0, 0.1], [-0.6, -0.3, 0.1], [-0.3, -0.1, 0.0], [0.0, 0.1, 0.1], [0.2, 0.3, 0.3], [0.2, 0.1, -0.1], [0.1, -0.3, -0.1], [0.2, 0.6, 0.0], [0.4, 0.1, -0.2], [1.0, -0.9, 0.7], [-3.0, 3.4, -4.3], [0.3, -0.8, 1.4], [0.1, -0.5, 0.3], [0.3, -1.4, 0.9], [-0.5, 1.1, -1.1], [0.3, -0.1, 0.4], [0.7, 0.3, 0.7], [0.4, 0.4, 0.2], [0.2, -0.1, 0.3], [-0.3, -0.3, 0.5], [-0.4, -0.3, 0.6], [0.2, 0.3, -0.5], [0.7, -0.7, 0.0], [-0.3, 0.7, -0.4], [0.2, -0.8, -0.1], [-0.1, -0.6, 0.3], [-0.3, -0.1, -0.2], [0.1, 0.4, -0.1], [0.4, 0.2, 0.3], [0.1, -0.5, 0.4]],
  "multiplicity": 1,
  "lumo_ev": -6.6,
  "e_homo_ha": -0.409,
  "total_charge": 1
}


So what do the calculations give for calculated total energy? Going down the list: -2597.0400 -1202.4389 a.u..